(1)
Below is a molecular structure, C36H54IN3O2RuSSi2Te, with properties calculated with ωB97M-V with the def2-TZVPD basis set.

The geometry in ORCA input format:
```
! wB97M-V def2-TZVPD RIJCOSX def2/J DEFGRID3
* xyz -1 2
Ru 0.0958 -0.2622 0.7190
C 2.5624 5.7182 3.6687
Si 2.9650 4.3967 2.3797
C 4.7800 3.9510 2.5565
C 2.6552 5.1567 0.6994
C 1.9327 2.8888 2.8347
C 1.3615 2.7992 4.0958
C 0.6450 1.6687 4.4616
C 0.4761 0.6708 3.5262
N 1.0013 0.7088 2.2967
C 1.7804 1.7876 1.9646
S 2.5843 1.7340 0.4452
H 2.9741 6.6794 3.3511
H 2.9853 5.4892 4.6497
H 1.4835 5.8439 3.7875
H 5.4242 4.8067 2.3356
H 5.0318 3.1469 1.8623
H 5.0028 3.6080 3.5694
H 3.0337 6.1839 0.7049
H 1.5946 5.1781 0.4417
H 3.1616 4.5904 -0.0799
H 1.4610 3.6176 4.8001
H 0.1972 1.5635 5.4403
H -0.1056 -0.2041 3.7614
C -0.2705 -1.6225 -3.6384
N 0.9114 -2.1457 -2.9533
C 1.5880 -3.3064 -3.4957
C 1.1669 -1.7089 -1.7409
N 1.2802 -1.2392 -0.6883
H 0.0153 -1.0616 -4.5290
H -0.8099 -0.9647 -2.9585
H -0.9233 -2.4558 -3.9120
H 1.9550 -3.0882 -4.5011
H 0.9084 -4.1626 -3.5424
H 2.4330 -3.5620 -2.8607
C -1.3825 -2.1431 3.4864
Si -0.3506 -2.2565 1.8627
C 1.3223 -3.1522 2.4076
C 1.1334 -4.1277 3.5792
C 1.9768 -3.9166 1.2492
C 2.3502 -2.1118 2.8698
C -1.4545 -3.5585 0.8693
C -1.0431 -3.6649 -0.6016
C -2.9298 -3.1240 0.8822
C -1.4243 -4.9613 1.4911
H -0.7638 -2.0909 4.3861
H -2.0308 -3.0128 3.6122
H -2.0252 -1.2580 3.4694
H 0.3863 -4.8970 3.3864
H 0.8408 -3.6047 4.4923
H 2.0830 -4.6382 3.7918
H 1.3752 -4.7515 0.8884
H 2.9392 -4.3295 1.5819
H 2.1802 -3.2557 0.4057
H 2.0079 -1.5644 3.7522
H 2.5730 -1.3781 2.0942
H 3.2834 -2.6220 3.1454
H -1.2061 -2.7094 -1.1054
H -1.6601 -4.4190 -1.1120
H 0.0039 -3.9491 -0.7294
H -3.0735 -2.1520 0.4145
H -3.3413 -3.0891 1.8927
H -3.5225 -3.8580 0.3186
H -0.4563 -5.4531 1.3994
H -2.1614 -5.5997 0.9841
H -1.6899 -4.9451 2.5508
I -8.3752 2.4448 0.7970
C -6.4052 1.7564 0.6948
C -5.4987 2.1416 1.6725
C -4.1930 1.6824 1.6007
C -3.7994 0.8476 0.5614
C -4.7187 0.4714 -0.4090
C -6.0282 0.9238 -0.3477
C -2.3918 0.3498 0.4832
O -2.0351 -0.4000 -0.4524
O -1.5863 0.7072 1.3973
H -5.8074 2.7927 2.4789
H -3.4605 1.9651 2.3450
H -4.3899 -0.1802 -1.2081
H -6.7459 0.6319 -1.1023
C 0.6620 1.0653 -7.4383
C 0.5171 1.3379 -5.9646
C -0.7145 1.6385 -5.4033
C -0.8589 1.9109 -4.0440
C -2.2311 2.1962 -3.5002
C 0.2687 1.8939 -3.2101
Te 0.0036 2.3162 -1.1459
C 1.5234 1.5884 -3.7619
C 2.7640 1.5647 -2.9187
C 1.6222 1.3134 -5.1223
H -0.3073 0.8766 -7.9010
H 1.2985 0.1974 -7.6216
H 1.1152 1.9148 -7.9553
H -1.5970 1.6552 -6.0364
H -2.9878 2.0865 -4.2783
H -2.2944 3.2096 -3.0957
H -2.4726 1.5187 -2.6757
H 2.6998 0.8084 -2.1341
H 2.9013 2.5205 -2.4070
H 3.6453 1.3633 -3.5295
H 2.5997 1.0792 -5.5348
*
```

## Properties
- Kohn-Sham gap (spin up / spin down) (eV) = 5.73 / 5.71
- LUMO (spin up / spin down) (eV) = 1.975 / 1.789
- energy (eV) = -91344.171
- HOMO (spin up / spin down) (Eh) = -0.138 / -0.144
- ΔE to the lowest compared entry with this formula, charge and spin (eV) = 1.1952



(2)
Below is a molecular structure, C36H54N5O2SZn, with properties calculated with ωB97M-V with the def2-TZVPD basis set.

The geometry in ORCA input format:
```
! wB97M-V def2-TZVPD RIJCOSX def2/J DEFGRID3
* xyz 1 1
Zn -0.0607 0.3869 -0.1272
C 3.3536 -5.8231 -1.0665
C 1.9663 -5.8317 -1.7116
C 1.1707 -7.0040 -1.1171
C 2.1410 -6.0307 -3.2239
C 1.2072 -4.5386 -1.4854
C 1.7452 -3.4416 -0.8710
C 0.9883 -2.2559 -0.7279
N 1.4023 -1.0938 -0.2335
C 2.4865 -0.7232 0.4252
C 3.3924 -1.5432 1.1414
C 4.4856 -0.9939 1.7438
C 4.7460 0.3918 1.5385
C 3.8924 1.2552 0.9192
C 2.6327 0.7351 0.4500
O 1.6844 1.4580 0.0433
C 4.2124 2.7306 0.7369
C 3.2879 3.5712 1.6280
C 5.6600 3.0720 1.1058
C 3.9940 3.1009 -0.7374
C 5.4499 -1.7714 2.6175
C 5.0257 -3.2268 2.8298
C 6.8365 -1.7683 1.9596
C 5.5248 -1.0930 3.9942
C -0.3787 -2.1894 -1.2287
O -1.0608 -1.1375 -1.0189
C -0.9046 -3.3396 -1.9021
C -0.1139 -4.4506 -1.9892
C -2.2874 -3.2760 -2.5318
C -2.6653 -4.5734 -3.2513
C -3.3426 -3.0015 -1.4506
C -2.2873 -2.1430 -3.5667
H 3.8292 -6.7868 -1.2278
H 3.2894 -5.6578 0.0070
H 3.9888 -5.0616 -1.5119
H 1.7147 -7.9322 -1.2741
H 0.1940 -7.1096 -1.5809
H 1.0303 -6.8658 -0.0463
H 2.6837 -6.9522 -3.4177
H 2.7050 -5.2018 -3.6471
H 1.1841 -6.0885 -3.7344
H 2.7738 -3.4353 -0.5555
H 3.1584 -2.5894 1.2491
H 5.6687 0.7838 1.9303
H 3.4229 3.3060 2.6753
H 2.2485 3.4134 1.3599
H 3.5216 4.6271 1.5060
H 5.8407 2.9440 2.1711
H 5.8461 4.1170 0.8673
H 6.3714 2.4696 0.5446
H 2.9710 2.8974 -1.0390
H 4.6619 2.5226 -1.3718
H 4.1955 4.1573 -0.8916
H 4.9933 -3.7738 1.8906
H 4.0540 -3.2861 3.3160
H 5.7490 -3.7204 3.4743
H 6.7963 -2.2565 0.9883
H 7.5428 -2.3066 2.5869
H 7.2135 -0.7596 1.8165
H 4.5359 -1.0376 4.4457
H 5.9211 -0.0843 3.9259
H 6.1731 -1.6646 4.6549
H -0.4975 -5.3101 -2.5084
H -2.7123 -5.4171 -2.5657
H -1.9617 -4.7973 -4.0492
H -3.6470 -4.4586 -3.7031
H -3.3898 -3.8259 -0.7405
H -4.3236 -2.8963 -1.9076
H -3.1177 -2.0832 -0.9171
H -1.5697 -2.3609 -4.3547
H -2.0168 -1.1973 -3.1078
H -3.2731 -2.0456 -4.0136
S -0.3893 -0.1253 2.2792
C -0.2949 -1.8235 2.3046
N 0.7212 -2.3934 2.9512
C 0.8305 -3.8188 3.1927
C 0.1100 -4.5757 2.0828
C -1.2979 -4.0159 1.9140
N -1.2323 -2.5782 1.7420
H 1.3846 -1.7692 3.3834
H 0.4016 -4.0673 4.1718
H 1.8905 -4.0875 3.2074
H 0.0649 -5.6350 2.3302
H 0.6547 -4.4565 1.1436
H -1.9099 -4.2522 2.7934
H -1.7753 -4.4478 1.0331
H -1.9787 -2.1077 1.2513
C -0.5455 3.8964 0.5277
C -1.5491 3.0649 -0.1689
N -1.4358 1.7968 -0.5247
C -2.6045 1.4552 -1.1511
C -3.4323 2.5302 -1.1714
N -2.7513 3.5374 -0.5482
H 0.1690 3.2598 1.0398
H -1.0319 4.5529 1.2470
H -0.0044 4.5147 -0.1904
H -2.7555 0.4678 -1.5297
H -4.4206 2.6557 -1.5616
H -3.0880 4.4745 -0.3876
*
```

## Properties
- Kohn-Sham gap (eV) = 5.52
- LUMO (eV) = -4.297
- energy (eV) = -109006.694
- HOMO (Eh) = -0.361
- ΔE to the lowest compared entry with this formula, charge and spin (eV) = 0.0000